Computed, not measured: 2 unconnected molecules or ions with the total composition C4H3NO3 in a non-equilibrium geometry, with wB97M-V/def2-TZVPD.

```
11
Properties=species:S:1:pos:R:3:mulliken_charge:R:1
C -1.10 -0.22 -0.31 0.416
C -0.64 1.25 -0.14 -0.531
C 0.65 1.36 0.00 -0.349
C 1.37 0.02 0.13 0.464
H -0.98 -2.72 0.57 0.370
H -1.31 2.03 -0.10 0.491
H 1.25 2.29 0.00 0.376
N 0.19 -0.81 -0.02 0.265
O 0.35 -2.26 -0.17 -0.510
O -2.24 -0.68 -0.47 -0.525
O 2.47 -0.26 0.50 -0.467
```

energy above the lowest of the compared OMol25 structures with the same formula, charge and spin: 142.24 kcal per mole
LUMO: -1.28 eV
Kohn-Sham gap: 8.70 eV
multiplicity: 1



Computed, not measured: a single C4H6F3NO2 molecule in a non-equilibrium geometry, with wB97M-V/def2-TZVPD.

```
16
Properties=species:S:1:pos:R:3:mulliken_charge:R:1
C -1.89 -0.73 -0.03 0.329
C 0.10 1.74 -0.28 -0.969
C -0.53 -0.57 0.61 -0.855
C 1.70 -0.23 -0.02 0.851
N 0.35 0.26 -0.13 0.167
O -1.85 -1.45 -1.19 -0.510
O -2.85 -0.31 0.55 -0.292
F 2.18 -0.33 1.24 -0.310
F 1.76 -1.51 -0.40 -0.265
F 2.53 0.53 -0.67 -0.261
H 0.33 2.31 0.74 0.265
H 0.73 2.06 -1.10 0.305
H -0.89 1.86 -0.50 0.414
H -0.23 -1.65 0.75 0.406
H -0.54 -0.17 1.64 0.354
H -0.91 -1.82 -1.22 0.372
```

energy above the lowest of the compared OMol25 structures with the same formula, charge and spin: 16.27 kcal per mole
LUMO (spin up / spin down): 0.71 / -3.09 eV
Kohn-Sham gap (spin up / spin down): 6.19 / 6.87 eV
multiplicity: 3
⟨S²⟩: 2.006



Computed, not measured: a molecular structure, C32H41N2OPb in a non-equilibrium geometry, with wB97M-V/def2-TZVPD.

```
77
Properties=species:S:1:pos:R:3:mulliken_charge:R:1
C 1.24 -2.87 -0.79 0.511
C 2.13 -2.06 -1.56 0.670
C 1.64 -2.02 -2.89 0.864
C 0.41 -2.73 -2.94 0.868
C 0.18 -3.29 -1.65 0.251
Pb -0.70 -0.46 -0.85 1.485
C -3.08 1.90 -1.41 1.235
C -2.83 1.45 -0.13 -0.198
H -2.66 2.18 0.67 0.364
C -2.79 0.06 0.22 -1.101
H -3.40 -0.65 -0.35 0.453
H -2.61 -0.22 1.26 0.286
C -3.18 3.35 -1.74 -1.681
H -2.65 3.98 -1.02 0.361
H -2.74 3.54 -2.73 0.354
H -4.23 3.67 -1.78 0.410
C -3.46 0.96 -2.52 -1.188
H -2.98 -0.03 -2.47 0.200
H -4.55 0.80 -2.54 0.381
H -3.17 1.40 -3.49 0.342
C 3.38 -1.44 -1.06 -1.673
H 3.25 -1.03 -0.05 0.293
H 4.18 -2.19 -1.02 0.322
H 3.70 -0.63 -1.72 0.430
C 2.34 -1.36 -4.01 -1.655
H 2.34 -0.27 -3.90 0.316
H 3.39 -1.69 -4.06 0.429
H 1.87 -1.61 -4.97 0.402
C -0.45 -2.92 -4.12 -1.812
H -0.46 -2.03 -4.77 0.375
H -0.09 -3.77 -4.73 0.362
H -1.48 -3.14 -3.83 0.330
C -0.91 -4.23 -1.29 -1.556
H -1.82 -4.03 -1.88 0.369
H -0.60 -5.26 -1.52 0.336
H -1.17 -4.18 -0.23 0.360
C 1.47 -3.31 0.61 -1.509
H 0.53 -3.58 1.12 0.285
H 2.11 -4.21 0.61 0.365
H 1.97 -2.54 1.21 0.260
C -0.18 1.32 -2.22 0.442
C -0.10 2.57 -1.68 -0.418
C -0.06 1.10 -3.58 -0.392
C 0.33 3.65 -2.49 -0.796
H -0.28 2.67 -0.60 0.472
C 0.21 2.20 -4.42 -0.631
H -0.18 0.11 -4.02 0.340
C 0.40 3.47 -3.87 -0.534
H 0.57 4.62 -2.04 0.410
H 0.30 2.05 -5.50 0.419
H 0.62 4.32 -4.53 0.394
C 1.57 1.19 5.52 -1.019
N 1.66 1.27 4.08 -0.014
N 0.72 0.71 3.28 0.868
C 1.15 0.77 1.98 0.019
O 0.46 0.25 1.05 -0.868
C 2.41 1.43 2.01 -1.029
C 2.71 1.68 3.34 0.535
C 3.90 2.27 3.99 -1.548
C -0.50 0.14 3.77 -0.602
C -1.48 0.96 4.32 0.250
C -2.68 0.40 4.74 -0.675
C -2.89 -0.98 4.58 -0.482
C -1.88 -1.81 4.06 -0.694
C -0.69 -1.24 3.63 -0.127
H 2.40 0.58 5.92 0.352
H 0.62 0.75 5.82 0.413
H 1.65 2.20 5.95 0.331
H 2.99 1.65 1.13 0.541
H 3.64 3.15 4.60 0.325
H 4.41 1.54 4.64 0.324
H 4.61 2.59 3.22 0.377
H -1.29 2.04 4.40 0.527
H -3.45 1.03 5.19 0.411
H -3.84 -1.42 4.89 0.417
H -2.02 -2.89 3.99 0.406
H 0.11 -1.84 3.19 0.362
```

energy above the lowest of the compared OMol25 structures with the same formula, charge and spin: 0.00 kcal per mole
LUMO (spin up / spin down): -3.69 / -3.69 eV
net charge: +1
Kohn-Sham gap (spin up / spin down): 6.12 / 5.79 eV
multiplicity: 1



Computed, not measured: a molecular structure, C40H69BClF3N2O3S in a non-equilibrium geometry, with wB97M-V/def2-TZVPD.

```
120
Properties=species:S:1:pos:R:3:mulliken_charge:R:1
C 3.81 -5.74 -0.34 -1.460
C 3.18 -4.39 -0.75 1.682
C 3.24 -4.15 -2.27 -0.814
C 2.22 -3.14 -2.76 -1.258
C 2.44 -1.73 -2.20 0.729
C 3.63 -1.03 -2.83 -1.032
C 3.95 0.26 -2.04 -0.039
C 5.24 0.13 -1.25 -1.417
C 5.38 -1.26 -0.60 1.359
C 6.21 -1.18 0.69 -1.493
C 5.45 -1.20 2.04 -0.937
C 4.06 -0.49 2.19 -0.389
C 3.00 -1.51 2.58 -0.251
C 1.57 -0.94 2.84 -1.603
C 0.50 -1.93 2.40 0.000
C -0.48 -1.67 1.53 1.537
C -0.57 -0.27 0.97 -2.477
C -1.45 0.55 1.91 0.421
O -1.71 0.19 3.01 -0.446
Cl -2.15 2.09 1.34 -0.107
C -1.44 -2.67 1.13 0.838
C -2.51 -2.35 0.12 -1.784
C -3.43 -1.13 0.49 -0.257
C -4.78 -1.32 -0.14 0.106
F -5.85 -1.36 0.68 -0.344
C -5.02 -1.43 -1.46 0.273
F -4.51 -2.35 -2.23 -0.187
F -5.82 -0.62 -2.11 -0.216
C -1.35 -3.89 1.65 -0.522
B -2.32 -5.09 1.26 0.609
O -2.96 -5.83 2.22 -0.619
O -2.46 -5.37 -0.09 -0.613
C -1.24 -5.89 -0.63 0.367
C -1.44 -6.38 -2.05 -1.495
C -0.36 -4.19 2.59 0.742
N -0.17 -5.36 3.17 -0.601
S 1.09 -5.18 4.14 0.043
N 1.44 -3.64 3.88 -0.598
C 0.58 -3.21 2.99 0.355
H 4.59 -5.54 0.40 0.349
H 4.26 -6.20 -1.21 0.404
H 3.09 -6.38 0.16 0.305
H 3.78 -3.62 -0.28 -0.804
H 2.15 -4.30 -0.42 -0.278
H 3.19 -5.09 -2.82 0.476
H 4.22 -3.72 -2.47 0.351
H 2.26 -3.06 -3.85 0.413
H 1.23 -3.49 -2.48 0.255
H 1.57 -1.10 -2.35 0.449
H 2.56 -1.85 -1.12 -0.571
H 4.48 -1.69 -2.88 0.347
H 3.39 -0.78 -3.86 0.540
H 3.97 1.11 -2.72 0.476
H 3.15 0.42 -1.32 -0.300
H 5.31 0.91 -0.49 0.507
H 6.06 0.33 -1.94 0.339
H 5.98 -1.82 -1.30 0.660
H 4.40 -1.69 -0.43 -1.153
H 6.83 -2.07 0.69 0.404
H 6.90 -0.34 0.67 0.437
H 6.09 -0.77 2.81 0.412
H 5.31 -2.25 2.28 0.382
H 4.17 0.17 3.05 0.612
H 3.77 0.14 1.35 0.032
H 2.91 -2.26 1.78 -0.034
H 3.33 -2.07 3.44 0.476
H 1.42 0.03 2.38 0.551
H 1.47 -0.86 3.92 0.469
H -1.06 -0.34 0.01 0.789
H 0.39 0.21 0.83 0.975
H -1.99 -2.08 -0.80 0.487
H -3.14 -3.18 -0.13 0.874
H -3.54 -0.98 1.55 0.594
H -3.03 -0.26 -0.01 -0.007
H -2.51 -6.67 2.27 0.314
H -0.90 -6.69 0.02 0.387
H -0.45 -5.14 -0.67 -0.124
H -0.54 -6.91 -2.33 0.396
H -1.55 -5.52 -2.70 0.320
H -2.31 -7.02 -2.07 0.378
C -7.71 6.07 1.83 -1.234
C -6.45 5.22 1.86 -0.351
C -5.59 5.37 0.60 -0.474
C -6.27 4.92 -0.70 -0.844
C -6.75 3.48 -0.71 -0.624
C -5.62 2.46 -0.55 -0.706
H -8.38 5.79 1.01 0.286
H -8.28 5.96 2.76 0.382
H -7.47 7.13 1.72 0.297
H -6.72 4.17 2.01 0.271
H -5.85 5.52 2.72 0.363
H -4.66 4.81 0.74 0.114
H -5.30 6.42 0.50 0.411
H -5.56 5.07 -1.52 0.372
H -7.11 5.58 -0.91 0.333
H -7.25 3.29 -1.66 0.389
H -7.50 3.32 0.07 0.283
H -4.88 2.58 -1.35 0.356
H -6.01 1.45 -0.59 0.158
H -5.11 2.58 0.41 0.203
C 0.61 3.07 -0.91 -0.871
C 1.93 3.76 -0.57 0.094
C 1.74 5.02 0.28 -0.890
C 0.94 6.14 -0.40 -0.732
C 1.50 6.62 -1.73 -0.381
C 2.89 7.24 -1.61 -1.211
H -0.04 3.71 -1.51 0.410
H 0.80 2.16 -1.49 0.234
H 0.07 2.79 0.00 0.034
H 2.47 4.00 -1.49 0.302
H 2.56 3.06 -0.01 0.018
H 2.72 5.40 0.56 0.366
H 1.24 4.75 1.21 0.364
H 0.88 6.98 0.29 0.403
H -0.09 5.80 -0.55 0.273
H 0.82 7.37 -2.14 0.406
H 1.52 5.80 -2.46 0.236
H 2.88 8.09 -0.93 0.294
H 3.23 7.60 -2.59 0.382
H 3.62 6.52 -1.25 0.291
```

LUMO: -0.53 eV
Kohn-Sham gap: 7.86 eV
multiplicity: 1



Computed, not measured: 2 unconnected molecules or ions with the total composition C8H16BN2OS2 in a non-equilibrium geometry, with wB97M-V/def2-TZVPD.

```
30
Properties=species:S:1:pos:R:3:mulliken_charge:R:1
C -0.34 -0.46 -1.18 -0.982
C 0.49 0.66 -0.37 -0.238
S 0.10 2.29 -1.15 -0.181
C 1.64 3.06 -1.81 -0.580
B 2.06 2.53 -3.32 0.558
O 1.88 1.06 -3.49 -0.737
N 1.35 3.37 -4.44 -0.482
C 0.42 2.77 -4.91 0.347
S -1.14 2.43 -5.31 -0.411
H -0.58 0.01 -2.17 0.336
H -1.31 -0.60 -0.62 0.275
H 0.23 -1.42 -1.29 0.245
H 0.14 0.58 0.70 0.111
H 1.59 0.48 -0.42 0.263
H 1.42 4.17 -1.91 0.224
H 2.53 2.97 -1.14 0.231
H 3.25 2.81 -3.42 -0.238
H 2.69 0.62 -3.20 0.230
C -2.56 -2.44 4.01 -1.130
C -1.03 -2.47 4.00 -0.533
C -0.43 -1.76 2.78 -0.318
C -0.89 -2.42 1.53 0.309
N -1.25 -2.94 0.57 -0.488
H -2.98 -2.96 3.15 0.356
H -2.94 -2.93 4.91 0.327
H -2.93 -1.41 4.00 0.296
H -0.70 -3.51 4.02 0.306
H -0.66 -1.99 4.91 0.305
H 0.66 -1.80 2.82 0.337
H -0.73 -0.71 2.76 0.263
```

energy above the lowest of the compared OMol25 structures with the same formula, charge and spin: 17.41 kcal per mole
LUMO: 2.43 eV
net charge: -1
Kohn-Sham gap: 6.34 eV
multiplicity: 1



Computed, not measured: 2 unconnected molecules or ions with the total composition C3H5N3 in a non-equilibrium geometry, with wB97M-V/def2-TZVPD.

```
11
Properties=species:S:1:pos:R:3:mulliken_charge:R:1
C -0.01 -0.77 0.40 0.248
C 1.54 0.91 -0.46 0.001
C -0.75 0.78 0.25 -0.296
N 1.97 -0.04 0.11 -0.338
N -0.52 -1.68 -0.30 -0.681
N -1.92 0.81 -0.23 -0.565
H 0.10 -2.40 -0.63 0.253
H -2.15 -0.06 -0.74 0.302
H 0.41 -0.70 1.40 0.338
H 1.98 1.75 -0.96 0.382
H -0.64 1.39 1.15 0.356
```

energy above the lowest of the compared OMol25 structures with the same formula, charge and spin: 124.20 kcal per mole
SMILES: [H]/N=C\C=N\[H].C#N
LUMO: -0.39 eV
Kohn-Sham gap: 8.42 eV
multiplicity: 1



Computed, not measured: 12 unconnected molecules or ions with the total composition C54H120F30N7O3P5 in a non-equilibrium geometry, with wB97M-V/def2-TZVPD.

```
219
Properties=species:S:1:pos:R:3:mulliken_charge:R:1
C -7.29 -0.87 3.61 -1.477
C -6.25 -1.09 4.73 -0.363
C -5.11 -1.94 4.16 -0.265
N -4.12 -2.59 5.22 0.476
C -3.10 -3.45 4.47 -1.295
C -2.01 -2.57 3.72 0.110
C -1.39 -1.47 4.54 0.004
C -2.48 -0.70 5.27 -0.015
C -3.35 -1.61 6.18 -1.172
C -4.98 -3.52 6.13 -1.149
H -8.11 -0.20 3.86 0.419
H -7.76 -1.78 3.21 0.413
H -6.96 -0.56 2.62 0.319
H -6.69 -1.60 5.59 0.250
H -5.97 -0.13 5.16 0.292
H -4.49 -1.38 3.46 0.105
H -5.58 -2.72 3.56 0.417
H -3.61 -4.23 3.90 0.516
H -2.61 -4.07 5.23 0.388
H -2.54 -2.13 2.88 -0.419
H -1.26 -3.22 3.28 0.900
H -0.75 -0.84 3.92 0.153
H -0.75 -1.96 5.27 0.118
H -3.15 -0.12 4.64 -0.303
H -2.14 0.16 5.85 0.564
H -4.16 -1.03 6.62 0.508
H -2.76 -2.07 6.97 0.305
H -4.29 -4.01 6.81 0.415
H -5.52 -4.20 5.48 0.347
H -5.67 -2.97 6.77 0.428
C 6.30 0.47 2.82 -1.130
C 5.86 0.60 4.27 -0.491
C 4.38 0.07 4.50 -0.014
N 3.73 0.31 5.87 0.751
C 3.93 1.77 6.28 -0.863
C 3.11 2.21 7.53 -0.845
C 1.61 1.80 7.43 -0.961
C 1.37 0.37 7.00 -0.319
C 2.21 0.00 5.68 -0.306
C 4.24 -0.64 7.03 -1.056
H 7.25 0.95 2.61 0.365
H 5.67 1.07 2.16 0.099
H 6.28 -0.54 2.41 0.336
H 5.89 1.65 4.57 0.380
H 6.54 0.08 4.94 0.273
H 4.35 -1.02 4.41 0.144
H 3.72 0.61 3.81 0.197
H 3.61 2.36 5.42 0.404
H 4.98 1.97 6.49 0.510
H 3.29 3.27 7.70 0.455
H 3.46 1.66 8.40 0.314
H 0.95 2.44 6.85 0.333
H 1.34 1.94 8.48 0.446
H 0.33 0.33 6.68 -0.186
H 1.48 -0.44 7.73 0.548
H 1.93 0.70 4.90 0.329
H 1.92 -1.04 5.52 0.246
H 4.24 -1.69 6.75 0.253
H 3.63 -0.58 7.93 0.473
H 5.22 -0.23 7.30 0.401
C 3.71 3.19 -3.24 -1.081
C 3.48 3.20 -4.76 -0.417
C 1.94 3.29 -5.13 0.326
N 1.70 3.04 -6.65 0.611
C 2.16 1.64 -7.26 -0.387
C 1.65 1.51 -8.73 -0.742
C 0.15 1.74 -8.83 -0.695
C -0.39 3.05 -8.26 -0.855
C 0.15 3.15 -6.81 -0.257
C 2.38 4.20 -7.49 -1.239
H 3.50 4.18 -2.85 0.494
H 4.75 2.92 -3.05 0.482
H 3.10 2.44 -2.72 -0.321
H 3.84 2.23 -5.11 0.150
H 4.09 3.96 -5.26 0.533
H 1.60 4.31 -4.97 0.441
H 1.39 2.52 -4.60 -0.541
H 1.69 0.90 -6.61 0.191
H 3.25 1.64 -7.27 0.426
H 1.81 0.45 -8.94 0.417
H 2.13 2.19 -9.44 0.368
H -0.36 0.88 -8.40 0.308
H -0.10 1.61 -9.88 0.429
H -1.48 3.05 -8.28 0.405
H -0.07 3.95 -8.80 0.315
H -0.35 2.34 -6.28 -0.020
H -0.16 4.06 -6.30 0.392
H 3.46 4.04 -7.39 0.330
H 1.93 5.12 -7.11 0.311
H 2.11 4.14 -8.54 0.559
C -0.35 -4.71 -1.06 -0.914
C 0.72 -5.67 -1.62 -0.492
C 2.08 -5.01 -1.44 0.173
N 3.32 -5.89 -1.82 0.432
C 3.16 -6.11 -3.41 -0.606
C 4.51 -6.82 -3.99 -0.703
C 5.70 -5.89 -3.62 -0.521
C 5.88 -5.63 -2.18 -0.737
C 4.59 -5.01 -1.59 -0.229
C 3.36 -7.20 -1.01 -0.939
H -0.25 -3.68 -1.41 -0.151
H -0.30 -4.87 0.01 0.239
H -1.33 -5.08 -1.36 0.550
H 0.39 -5.75 -2.66 0.445
H 0.58 -6.67 -1.21 0.350
H 2.30 -4.67 -0.43 0.076
H 2.21 -4.15 -2.11 -0.246
H 3.04 -5.15 -3.91 0.273
H 2.23 -6.62 -3.62 0.464
H 4.48 -6.87 -5.08 0.423
H 4.57 -7.85 -3.65 0.293
H 5.55 -4.94 -4.12 0.103
H 6.60 -6.27 -4.10 0.462
H 6.78 -5.01 -2.12 0.432
H 6.14 -6.60 -1.76 0.221
H 4.41 -3.98 -1.88 0.163
H 4.63 -5.04 -0.51 0.346
H 4.38 -7.60 -1.05 0.436
H 2.80 -7.98 -1.52 0.377
H 3.14 -7.15 0.06 0.170
C -2.45 4.84 1.24 -1.444
C -3.67 5.01 0.34 -0.185
C -4.57 3.76 0.33 -0.720
N -5.94 3.82 -0.36 0.556
C -5.70 4.03 -1.90 -0.451
C -7.09 4.00 -2.72 -0.846
C -7.74 2.57 -2.58 -0.765
C -7.89 2.19 -1.11 -0.877
C -6.63 2.43 -0.15 -0.740
C -6.87 4.93 0.29 -1.073
H -1.77 4.06 0.89 0.134
H -2.66 4.67 2.29 0.409
H -2.03 5.84 1.22 0.511
H -3.23 5.29 -0.62 0.085
H -4.33 5.84 0.59 0.382
H -4.76 3.37 1.32 0.650
H -4.02 2.94 -0.13 0.038
H -5.07 3.21 -2.25 0.318
H -5.28 5.03 -1.96 0.390
H -6.84 4.13 -3.77 0.433
H -7.90 4.68 -2.48 0.340
H -7.16 1.81 -3.11 0.361
H -8.63 2.42 -3.19 0.449
H -8.23 1.16 -1.05 0.446
H -8.74 2.69 -0.64 0.395
H -5.87 1.65 -0.21 0.527
H -6.89 2.51 0.90 0.417
H -6.95 4.85 1.37 0.389
H -7.87 4.90 -0.15 0.413
H -6.48 5.94 0.13 0.358
C -0.63 -1.19 -4.00 -1.623
C -1.07 -0.74 -2.64 0.484
C -0.09 0.27 -1.93 0.700
N -0.39 0.73 -0.48 0.728
C -0.35 -0.48 0.43 -0.180
C 1.02 -1.09 0.62 0.054
C 1.97 -0.06 1.30 -0.229
C 2.10 1.15 0.40 -0.065
C 0.67 1.82 0.06 -0.476
C -1.86 1.20 -0.45 -0.575
H -0.78 -0.42 -4.75 0.334
H -1.25 -2.03 -4.32 0.446
H 0.43 -1.45 -3.96 0.182
H -1.21 -1.56 -1.93 -0.336
H -1.98 -0.25 -2.99 0.177
H -0.19 1.15 -2.56 -0.059
H 0.97 0.01 -1.94 -0.128
H -1.13 -1.18 0.10 0.168
H -0.64 -0.04 1.38 0.162
H 1.45 -1.50 -0.29 -0.736
H 0.90 -1.91 1.33 0.835
H 2.93 -0.58 1.35 0.651
H 1.71 0.24 2.31 -0.683
H 2.59 0.81 -0.51 -0.524
H 2.84 1.81 0.85 0.440
H 0.63 2.62 -0.67 0.461
H 0.09 2.13 0.94 0.199
H -2.45 0.39 -0.88 0.399
H -1.97 2.04 -1.14 0.061
H -2.05 1.60 0.54 0.026
P -1.57 4.67 -3.50 1.552
F -1.16 3.25 -4.31 -0.378
F -0.21 5.41 -4.01 -0.348
F -2.32 5.17 -4.87 -0.472
F -2.01 5.95 -2.69 -0.413
F -2.94 3.96 -2.96 -0.461
F -0.76 4.11 -2.21 -0.454
P -4.36 -3.32 0.17 1.369
F -4.94 -4.70 -0.47 -0.389
F -2.98 -3.49 -0.67 -0.353
F -5.02 -2.55 -1.12 -0.438
F -3.81 -1.86 0.83 -0.458
F -5.68 -3.11 1.14 -0.409
F -3.61 -4.09 1.35 -0.322
P 5.35 3.86 0.54 1.241
F 3.85 3.67 -0.15 -0.300
F 5.85 4.60 -0.84 -0.361
F 4.94 5.24 1.26 -0.411
F 6.86 3.91 1.21 -0.408
F 4.78 3.06 1.90 -0.437
F 5.67 2.38 0.11 -0.303
P 3.40 -1.06 -3.72 1.600
F 4.17 -0.35 -2.49 -0.407
F 2.45 0.28 -3.87 -0.507
F 4.55 -0.32 -4.65 -0.393
F 2.62 -1.62 -5.04 -0.500
F 4.34 -2.44 -3.56 -0.287
F 2.29 -1.73 -2.63 -0.284
P 3.53 -4.12 2.72 1.349
F 2.50 -5.16 2.01 -0.425
F 4.72 -5.11 2.29 -0.406
F 3.82 -3.39 1.28 -0.220
F 4.47 -3.07 3.49 -0.410
F 2.35 -3.09 3.10 -0.434
F 3.26 -4.89 4.10 -0.395
N -2.43 2.28 3.54 0.686
O -2.77 2.73 4.64 -0.763
O -3.28 1.95 2.70 -0.448
O -1.20 2.20 3.24 -0.500
```

LUMO: -0.04 eV
Kohn-Sham gap: 8.16 eV
multiplicity: 1